Computed, not measured: a cluster of 14 separate species, C48H128B6F24N8O16 in total at a distorted geometry, with ωB97M-V/def2-TZVPD.

**Gap between HOMO and LUMO**: 8.284 eV
**Strongest force on any atom**: 5.14 eV/Å
**Energy above the lowest of the compared OMol25 structures with the same formula, charge and spin**: 64.5 kJ/mol
**E_HOMO**: -12.3 eV
**Charge**: +2
**Calculated total energy**: -6093.86391 hartree

Bonds (Å) are listed after each position.
Cartesian coordinates (Å):
1 F 1.56 -8.76 10.15  B97 1.340
2 F 6.83 -8.50 5.55  B100 1.357
3 F 12.65 -7.20 5.38  B98 1.378
4 F 11.92 -5.34 4.75  B98 1.368
5 F 10.99 -7.21 3.98  B98 1.301
6 F 6.58 -13.38 8.40  B101 1.413
7 F 3.28 -4.68 -0.02  B102 1.324
8 F 4.22 -6.32 1.12  B102 1.351
9 F 5.13 -4.32 1.13  B102 1.341
10 F 8.30 -13.72 0.71  B99 1.356
11 F 5.22 -5.55 -0.69  B102 1.398
12 F 7.12 -8.23 3.34  B100 1.388
13 F 12.88 -6.59 3.11  B98 1.389
14 F 3.27 -9.35 8.74  B97 1.377
15 F 6.19 -12.98 0.67  B99 1.392
16 F 4.57 -12.62 7.55  B101 1.365
17 F 7.84 -11.61 -0.11  B99 1.395
18 F 4.51 -14.12 9.19  B101 1.381
19 F 5.37 -14.77 7.27  B101 1.382
20 F 2.89 -7.25 9.20  B97 1.386
21 F 3.66 -8.56 10.77  B97 1.326
22 F 7.30 -13.38 -1.26  B99 1.369
23 F 5.10 -8.48 4.24  B100 1.343
24 F 6.44 -10.27 4.11  B100 1.425
25 O -3.56 -7.72 4.89  C50 1.467, C67 1.453
26 O -5.00 -4.88 6.32  C55 1.397, C89 1.496
27 O 12.06 -11.48 7.33  C79 1.446, C90 1.432
28 O 4.55 -9.54 -1.37  C49 1.445, C70 1.423
29 O 7.08 -9.08 9.56  C54 1.469, C75 1.407
30 O 2.96 -11.93 3.06  C60 1.384, C64 1.468
31 O 8.93 -6.99 0.55  C87 1.412, C96 1.382
32 O 12.25 -9.69 -0.30  C52 1.412, C80 1.452
33 O 7.49 -5.55 10.59  C56 1.447, C66 1.441
34 O 16.21 -11.12 -0.13  C84 1.353, C86 1.391
35 O 0.10 -7.35 1.36  C53 1.445, C88 1.460
36 O 3.97 -4.67 5.70  C77 1.456, C78 1.433
37 O 8.40 -5.54 5.96  C74 1.402, C95 1.439
38 O 8.72 -12.95 5.63  C85 1.428, C93 1.478
39 O 11.09 -11.69 3.31  C59 1.431, C81 1.445
40 O -0.76 -6.49 6.71  C57 1.415, C91 1.462
41 N 11.03 -9.74 5.48  C63 1.536, C92 1.525, H130 1.010, H230 1.010
42 N -2.52 -8.12 2.31  C51 1.557, C83 1.543, H107 1.010, H112 1.010
43 N 6.42 -8.19 0.73  C62 1.510, C73 1.542, H162 1.010, H185 1.010
44 N 6.16 -13.15 4.39  C68 1.539, C82 1.513, H151 1.010, H210 1.010
45 N -2.76 -4.92 8.11  C61 1.537, C69 1.544, H189 1.010, H222 1.010
46 N 6.58 -3.84 4.76  C71 1.595, C72 1.564, H192 1.010, H211 1.010
47 N 5.37 -6.82 9.04  C58 1.540, C76 1.535, H131 1.010, H214 1.010
48 N 14.78 -8.73 -0.53  C65 1.541, C94 1.606, H172 1.010, H226 1.010
49 C 5.06 -10.81 -1.84  O28 1.445, H113 1.090, H168 1.090, H181 1.090
50 C -4.46 -8.30 3.89  O25 1.467, C51 1.512, H103 1.090, H140 1.090
51 C -4.05 -7.94 2.48  N42 1.557, C50 1.512, H111 1.090, H118 1.090
52 C 12.38 -8.45 0.36  O32 1.412, C94 1.559, H201 1.090, H220 1.090
53 C 1.54 -7.46 1.29  O35 1.445, H141 1.090, H165 1.090, H196 1.090
54 C 6.48 -10.28 8.95  O29 1.469, H121 1.090, H122 1.090, H209 1.090
55 C -6.26 -5.30 5.88  O26 1.397, H144 1.090, H166 1.090, H204 1.090
56 C 6.78 -4.82 9.57  O33 1.447, C76 1.475, H119 1.090, H200 1.090
57 C -0.42 -5.82 7.91  O40 1.415, C61 1.547, H114 1.090, H157 1.090
58 C 6.28 -7.39 7.94  N47 1.540, C75 1.555, H194 1.090, H213 1.090
59 C 11.24 -12.34 2.04  O39 1.431, H123 1.090, H129 1.090, H228 1.090
60 C 1.77 -11.29 3.37  O30 1.384, H155 1.090, H159 1.090, H195 1.090
61 C -1.28 -4.54 8.06  N45 1.537, C57 1.547, H104 1.090, H148 1.090
62 C 7.09 -8.02 -0.61  N43 1.510, C96 1.509, H219 1.090, H224 1.090
63 C 10.81 -9.55 6.99  N41 1.536, C79 1.549, H167 1.090, H216 1.090
64 C 3.84 -12.31 4.17  O30 1.468, C68 1.510, H146 1.090, H152 1.090
65 C 16.27 -8.70 -0.12  N48 1.541, C86 1.583, H134 1.090, H207 1.090
66 C 8.77 -4.94 10.86  O33 1.441, H108 1.090, H110 1.090, H212 1.090
67 C -3.99 -8.16 6.20  O25 1.453, H125 1.090, H184 1.090, H229 1.090
68 C 4.97 -12.99 3.43  N44 1.539, C64 1.510, H147 1.090, H205 1.090
69 C -3.76 -3.75 8.10  N45 1.544, C89 1.523, H133 1.090, H180 1.090
70 C 4.25 -9.44 0.01  O28 1.423, C73 1.546, H170 1.090, H190 1.090
71 C 7.06 -5.18 4.04  N46 1.595, C95 1.519, H149 1.090, H160 1.090
72 C 5.22 -3.25 4.27  N46 1.564, C77 1.476, H175 1.090, H227 1.090
73 C 5.49 -9.40 0.94  N43 1.542, C70 1.546, H120 1.090, H136 1.090
74 C 9.61 -5.69 6.65  O37 1.402, H105 1.090, H193 1.090, H215 1.090
75 C 7.48 -8.09 8.65  O29 1.407, C58 1.555, H124 1.090, H164 1.090
76 C 5.42 -5.30 9.24  N47 1.535, C56 1.475, H139 1.090, H169 1.090
77 C 4.16 -4.28 4.31  O36 1.456, C72 1.476, H115 1.090, H197 1.090
78 C 3.05 -5.76 5.84  O36 1.433, H127 1.090, H161 1.090, H182 1.090
79 C 12.02 -10.11 7.77  O27 1.446, C63 1.549, H174 1.090, H187 1.090
80 C 10.93 -10.12 -0.75  O32 1.452, H116 1.090, H179 1.090, H218 1.090
81 C 10.03 -10.71 3.39  O39 1.445, C92 1.558, H176 1.090, H203 1.090
82 C 7.33 -13.71 3.62  N44 1.513, C85 1.559, H128 1.090, H198 1.090
83 C -2.04 -8.32 0.86  N42 1.543, C88 1.480, H177 1.090, H191 1.090
84 C 17.16 -11.76 -0.85  O34 1.353, H106 1.090, H142 1.090, H188 1.090
85 C 8.54 -13.92 4.59  O38 1.428, C82 1.559, H135 1.090, H156 1.090
86 C 16.66 -10.04 0.63  O34 1.391, C65 1.583, H143 1.090, H206 1.090
87 C 9.85 -5.94 0.71  O31 1.412, H145 1.090, H183 1.090, H202 1.090
88 C -0.57 -8.54 0.86  O35 1.460, C83 1.480, H138 1.090, H178 1.090
89 C -5.12 -4.31 7.70  O26 1.496, C69 1.523, H150 1.090, H158 1.090
90 C 13.03 -12.25 8.04  O27 1.432, H117 1.090, H173 1.090, H186 1.090
91 C -0.03 -7.76 6.63  O40 1.462, H153 1.090, H217 1.090, H223 1.090
92 C 9.72 -9.98 4.73  N41 1.525, C81 1.558, H132 1.090, H163 1.090
93 C 9.78 -13.48 6.52  O38 1.478, H154 1.090, H199 1.090, H208 1.090
94 C 13.89 -8.28 0.73  N48 1.606, C52 1.559, H137 1.090, H221 1.090
95 C 8.45 -5.55 4.52  O37 1.439, C71 1.519, H109 1.090, H225 1.090
96 C 8.16 -6.96 -0.59  O31 1.382, C62 1.509, H126 1.090, H171 1.090
97 B 2.81 -8.52 9.74  F1 1.340, F14 1.377, F20 1.386, F21 1.326
98 B 12.11 -6.61 4.26  F3 1.378, F4 1.368, F5 1.301, F13 1.389
99 B 7.43 -12.94 0.03  F10 1.356, F15 1.392, F17 1.395, F22 1.369
100 B 6.38 -8.87 4.32  F2 1.357, F12 1.388, F23 1.343, F24 1.425
101 B 5.23 -13.68 8.10  F6 1.413, F16 1.365, F18 1.381, F19 1.382
102 B 4.42 -5.20 0.40  F7 1.324, F8 1.351, F9 1.341, F11 1.398
103 H -4.25 -9.36 4.08  C50 1.090
104 H -1.11 -4.00 7.13  C61 1.090
105 H 10.26 -4.82 6.53  C74 1.090
106 H 17.95 -12.17 -0.23  C84 1.090
107 H -2.04 -7.32 2.71  N42 1.010
108 H 9.34 -4.66 9.98  C66 1.090
109 H 9.28 -4.99 4.09  C95 1.090
110 H 8.56 -4.09 11.52  C66 1.090
111 H -4.48 -8.51 1.65  C51 1.090
112 H -2.13 -8.95 2.75  N42 1.010
113 H 5.77 -11.35 -1.22  C49 1.090
114 H 0.63 -5.53 7.90  C57 1.090
115 H 3.21 -3.92 3.93  C77 1.090
116 H 10.21 -10.32 0.04  C80 1.090
117 H 12.88 -13.24 7.60  C90 1.090
118 H -4.17 -6.86 2.34  C51 1.090
119 H 6.71 -3.77 9.87  C56 1.090
120 H 6.13 -10.29 0.94  C73 1.090
121 H 6.16 -10.94 9.76  C54 1.090
122 H 7.27 -10.74 8.36  C54 1.090
123 H 11.96 -11.86 1.38  C59 1.090
124 H 8.16 -8.39 7.85  C75 1.090
125 H -3.72 -9.19 6.44  C67 1.090
126 H 8.76 -7.18 -1.48  C96 1.090
127 H 3.45 -6.74 5.60  C78 1.090
128 H 7.53 -12.97 2.84  C82 1.090
129 H 10.32 -12.46 1.47  C59 1.090
130 H 11.55 -9.00 5.03  N41 1.010
131 H 4.41 -7.07 8.85  N47 1.010
132 H 9.13 -10.62 5.38  C92 1.090
133 H -3.41 -3.07 7.32  C69 1.090
134 H 16.91 -8.78 -1.00  C65 1.090
135 H 9.45 -13.80 4.01  C85 1.090
136 H 5.12 -9.38 1.96  C73 1.090
137 H 13.99 -7.25 1.07  C94 1.090
138 H -0.32 -8.90 -0.14  C88 1.090
139 H 4.76 -5.12 10.09  C76 1.090
140 H -5.54 -8.18 4.01  C50 1.090
141 H 1.88 -8.47 1.50  C53 1.090
142 H 17.72 -11.20 -1.60  C84 1.090
143 H 16.14 -10.08 1.58  C86 1.090
144 H -6.96 -4.48 5.79  C55 1.090
145 H 9.41 -5.08 1.21  C87 1.090
146 H 3.29 -12.85 4.95  C64 1.090
147 H 4.69 -14.02 3.19  C68 1.090
148 H -1.02 -3.95 8.94  C61 1.090
149 H 6.99 -5.10 2.95  C71 1.090
150 H -5.42 -5.08 8.41  C89 1.090
151 H 5.93 -13.63 5.26  N44 1.010
152 H 4.12 -11.35 4.59  C64 1.090
153 H -0.39 -8.52 5.95  C91 1.090
154 H 10.10 -12.85 7.35  C93 1.090
155 H 1.03 -12.01 3.70  C60 1.090
156 H 8.29 -14.85 5.09  C85 1.090
157 H -0.53 -6.47 8.78  C57 1.090
158 H -5.90 -3.55 7.68  C89 1.090
159 H 2.02 -10.43 3.99  C60 1.090
160 H 6.41 -5.89 4.56  C71 1.090
161 H 2.24 -5.64 5.13  C78 1.090
162 H 5.88 -7.35 0.87  N43 1.010
163 H 9.16 -9.06 4.58  C92 1.090
164 H 7.99 -7.29 9.20  C75 1.090
165 H 1.77 -7.29 0.24  C53 1.090
166 H -6.05 -5.76 4.91  C55 1.090
167 H 9.90 -10.04 7.35  C63 1.090
168 H 5.61 -10.60 -2.76  C49 1.090
169 H 4.94 -4.87 8.36  C76 1.090
170 H 3.68 -8.51 0.00  C70 1.090
171 H 7.78 -5.95 -0.70  C96 1.090
172 H 14.66 -8.10 -1.31  N48 1.010
173 H 12.80 -12.37 9.10  C90 1.090
174 H 11.87 -9.92 8.84  C79 1.090
175 H 5.30 -2.95 3.22  C72 1.090
176 H 9.13 -11.32 3.28  C81 1.090
177 H -2.34 -7.48 0.24  C83 1.090
178 H -0.24 -9.41 1.42  C88 1.090
179 H 10.59 -9.37 -1.46  C80 1.090
180 H -3.75 -3.37 9.12  C69 1.090
181 H 4.20 -11.45 -2.07  C49 1.090
182 H 2.51 -5.71 6.79  C78 1.090
183 H 10.30 -5.58 -0.22  C87 1.090
184 H -3.55 -7.55 6.99  C67 1.090
185 H 6.97 -8.27 1.57  N43 1.010
186 H 14.05 -11.87 8.03  C90 1.090
187 H 12.94 -9.64 7.42  C79 1.090
188 H 16.55 -12.50 -1.38  C84 1.090
189 H -2.99 -5.44 8.95  N45 1.010
190 H 3.48 -10.15 0.31  C70 1.090
191 H -2.62 -9.20 0.58  C83 1.090
192 H 6.61 -3.80 5.76  N46 1.010
193 H 10.13 -6.61 6.38  C74 1.090
194 H 6.60 -6.61 7.26  C58 1.090
195 H 1.49 -10.86 2.41  C60 1.090
196 H 1.96 -6.73 1.98  C53 1.090
197 H 4.38 -5.18 3.74  C77 1.090
198 H 7.07 -14.68 3.19  C82 1.090
199 H 10.67 -13.61 5.92  C93 1.090
200 H 7.37 -4.87 8.65  C56 1.090
201 H 11.88 -8.48 1.33  C52 1.090
202 H 10.67 -6.16 1.40  C87 1.090
203 H 10.12 -9.99 2.57  C81 1.090
204 H -6.61 -6.17 6.43  C55 1.090
205 H 5.23 -12.27 2.66  C68 1.090
206 H 17.74 -10.07 0.79  C86 1.090
207 H 16.43 -7.79 0.44  C65 1.090
208 H 9.50 -14.44 6.96  C93 1.090
209 H 5.65 -10.00 8.31  C54 1.090
210 H 6.29 -12.19 4.65  N44 1.010
211 H 7.35 -3.24 4.54  N46 1.010
212 H 9.39 -5.67 11.37  C66 1.090
213 H 5.63 -8.06 7.38  C58 1.090
214 H 5.53 -7.31 9.91  N47 1.010
215 H 9.39 -5.80 7.72  C74 1.090
216 H 10.71 -8.47 7.12  C63 1.090
217 H -0.07 -8.32 7.56  C91 1.090
218 H 11.24 -11.01 -1.30  C80 1.090
219 H 7.60 -8.97 -0.79  C62 1.090
220 H 12.17 -7.52 -0.17  C52 1.090
221 H 14.23 -8.82 1.61  C94 1.090
222 H -2.92 -5.60 7.38  N45 1.010
223 H 1.03 -7.73 6.37  C91 1.090
224 H 6.38 -7.75 -1.40  C62 1.090
225 H 8.64 -6.60 4.30  C95 1.090
226 H 14.47 -9.65 -0.80  N48 1.010
227 H 5.14 -2.39 4.93  C72 1.090
228 H 11.57 -13.37 2.18  C59 1.090
229 H -5.07 -8.20 6.33  C67 1.090
230 H 11.67 -10.51 5.42  N41 1.010

Here are the Löwdin charges for atoms 1 to 8, given in e:
1 F 0.189
2 F 0.181
3 F 0.136
4 F 0.146
5 F 0.218
6 F 0.077
7 F 0.211
8 F 0.151